Entry 1:
99
Properties=species:S:1:pos:R:3:lowdin_charge:R:1 method="wB97M-V/def2-TZVPD" total_charge=-1 e_homo_ev=-4.6 lumo_energy_ha=0.09247 max_force_ev_per_a=1.96 energy_ev=-44915.51541
C 2.00005 -0.72251 -3.42597 -0.091
C 2.47503 -2.03446 -4.08160 -0.249
C 2.73952 -3.18959 -3.10584 -0.212
C 1.56988 -3.54742 -2.17450 -0.192
C 0.60069 -4.62082 -2.73697 -0.203
C -0.82785 -4.08274 -2.92402 -0.212
C -0.95580 -3.20853 -4.18572 -0.190
C -2.32757 -3.30877 -4.88155 -0.207
C -3.10529 -1.99543 -4.99030 -0.210
C -3.87206 -1.62089 -3.70253 -0.198
C -3.65619 -0.20275 -3.17070 -0.214
C -2.21488 0.27127 -2.94946 -0.209
C -2.11962 1.80137 -3.04114 -0.205
C -2.82614 2.55855 -1.90784 -0.190
C -1.95563 3.11487 -0.75580 -0.195
C -0.56284 2.51032 -0.51396 -0.207
C 0.60870 3.33761 -1.08186 -0.193
C 1.84275 3.27951 -0.16558 -0.232
C 3.19039 3.07979 -0.84810 -0.302
C 4.28161 2.98161 0.23564 -0.246
Al 4.28819 1.21170 1.14745 0.162
O 2.88964 0.15575 0.74234 -0.241
C 2.47829 -0.45176 1.93988 -0.272
C 2.60069 0.62853 3.02397 -0.437
C 2.25473 0.23667 4.45648 -0.143
C 1.08693 -0.75276 4.49662 -0.170
C 0.29978 -0.88520 5.81577 -0.370
C 1.19981 -0.83914 7.05270 -0.080
C -0.91257 0.06166 5.94422 -0.166
C -0.69671 1.54247 5.57390 -0.188
C -0.81873 1.84055 4.08952 -0.082
C -1.93906 1.55601 3.36292 -0.339
C -3.29121 2.16127 3.71914 -0.059
C -1.91975 0.65004 2.16367 -0.061
O 3.86236 1.23216 2.89556 -0.185
H 1.05684 -0.39149 -3.86706 0.052
H 1.81972 -0.82977 -2.35658 0.064
H 2.72675 0.07727 -3.55234 0.066
H 3.43352 -1.81796 -4.56135 0.096
H 1.79799 -2.35601 -4.87300 0.082
H 3.65799 -3.01954 -2.54368 0.109
H 2.92080 -4.07932 -3.71988 0.097
H 0.98998 -2.66860 -1.89106 0.093
H 2.00304 -3.95131 -1.25857 0.104
H 0.57148 -5.46348 -2.04472 0.099
H 0.93792 -4.96096 -3.71979 0.099
H -1.11120 -3.50027 -2.04399 0.109
H -1.49539 -4.94594 -3.00451 0.100
H -0.75590 -2.17555 -3.89488 0.088
H -0.18342 -3.52405 -4.88781 0.097
H -2.95955 -4.01888 -4.33985 0.099
H -2.19015 -3.73234 -5.87935 0.102
H -2.46901 -1.17328 -5.32439 0.104
H -3.84737 -2.15425 -5.77792 0.098
H -4.93462 -1.68458 -3.95488 0.100
H -3.71994 -2.37207 -2.92343 0.107
H -4.19713 0.51981 -3.78853 0.111
H -4.13759 -0.16449 -2.18835 0.104
H -1.85968 -0.06945 -1.97229 0.112
H -1.52416 -0.13427 -3.69268 0.078
H -1.08424 2.12359 -3.16421 0.101
H -2.64465 2.07120 -3.96373 0.101
H -3.29673 3.43313 -2.36704 0.098
H -3.65446 1.97446 -1.50349 0.095
H -2.52607 2.95005 0.16396 0.081
H -1.86974 4.19833 -0.85289 0.098
H -0.42521 2.51694 0.57147 0.091
H -0.48108 1.46665 -0.82348 0.108
H 0.88729 2.95499 -2.06915 0.098
H 0.29832 4.38049 -1.18169 0.100
H 1.87485 4.18584 0.44783 0.114
H 1.73782 2.44375 0.53327 0.083
H 3.15538 2.16340 -1.44813 0.091
H 3.41984 3.90454 -1.53785 0.095
H 4.11930 3.79177 0.95931 0.048
H 5.27093 3.17672 -0.19535 0.034
H 5.63558 0.34804 0.83300 -0.059
H 1.44223 -0.78671 1.81731 0.100
H 3.15670 -1.28339 2.20487 0.120
H 1.85288 1.39142 2.72195 0.119
H 2.03376 1.15337 5.00730 0.099
H 3.13173 -0.21187 4.93214 0.120
H 0.36921 -0.55442 3.70053 0.088
H 1.50387 -1.74196 4.28099 0.118
H -0.12765 -1.89530 5.80422 0.123
H 1.83713 0.04422 7.07629 0.072
H 0.60133 -0.88163 7.96594 0.068
H 1.83094 -1.73117 7.06452 0.078
H -1.75981 -0.31643 5.36827 0.109
H -1.19210 0.06071 7.00317 0.098
H -1.49603 2.09500 6.09519 0.101
H 0.23750 1.93497 5.97248 0.099
H 0.02584 2.35837 3.63935 0.107
H -4.05081 1.80735 3.02064 0.068
H -3.19491 3.24248 3.65859 0.076
H -3.62206 1.88070 4.72441 0.070
H -2.59074 -0.18498 2.38772 0.091
H -2.28175 1.11420 1.23413 0.052
H -0.92240 0.26302 1.96273 0.067

***

Entry 2:
35
Properties=species:S:1:pos:R:3:lowdin_charge:R:1 method="wB97M-V/def2-TZVPD" e_above_lowest_kcal_mol=113.3 e_homo_ev=-9.7 lumo_energy_ha=0.00899 max_force_ev_per_a=5.89 energy_ev=-21815.32634 smiles="NCCCNC=O.O.O.O.O.O.O"
N 1.24180 -0.24593 1.98677 0.016
C 0.20638 0.60344 2.60808 -0.244
C -0.68932 0.97191 1.49809 -0.200
C -0.49637 2.33403 0.66556 -0.129
N 0.87813 2.52238 0.06009 0.053
C 1.24829 2.59350 -1.23513 -0.311
O 2.36768 2.20302 -1.66118 -0.045
H 1.65092 -0.00689 1.12444 0.055
H 2.01478 -0.54549 2.47664 0.052
H -0.22758 0.06967 3.44635 0.111
H 0.60719 1.53482 3.15090 0.130
H -0.65066 0.34173 0.71865 0.029
H -1.86204 0.99813 1.74303 0.147
H -0.64330 3.23090 1.44211 0.140
H -1.34682 2.45325 -0.01755 0.108
H 1.52210 2.30945 0.70184 0.068
H 0.48766 2.97040 -1.98509 0.146
O -1.87045 -2.28280 -1.89534 -0.054
H -2.39445 -3.00154 -1.57872 0.024
H -1.12665 -1.90026 -1.46885 -0.019
O 2.94583 -0.34395 -1.68193 -0.070
H 3.47942 -1.03788 -1.32365 0.009
H 3.46692 0.32992 -2.13838 0.031
O -3.73340 -0.80678 1.43362 -0.071
H -3.29535 -1.50450 0.91183 0.026
H -3.48308 0.01036 0.97717 0.019
O -0.70186 -2.06382 0.44724 -0.072
H 0.09817 -1.51160 0.86703 0.089
H -0.42672 -2.82805 0.80857 -0.035
O 1.98321 -3.10055 -0.63940 -0.048
H 1.74830 -2.92658 -1.50482 -0.016
H 1.18015 -3.66104 -0.38724 0.074
O -1.54164 1.11880 -3.21687 -0.087
H -0.71639 0.89536 -2.75841 0.015
H -1.92084 0.27660 -3.57546 0.057

***

Entry 3:
13
Properties=species:S:1:pos:R:3:lowdin_charge:R:1 method="wB97M-V/def2-TZVPD" e_above_lowest_kcal_mol=97.6 e_homo_ev=-8.8 lumo_energy_ha=0.02754 max_force_ev_per_a=5.73 energy_ev=-76809.10846
C -0.29709 2.70093 -0.73382 -0.101
C -0.23988 -0.95343 0.33396 -0.291
C 0.62046 0.00060 0.17067 -0.678
C -0.15055 2.00009 0.50065 -0.149
C 0.01002 -2.39672 0.03888 -0.123
N -1.42878 2.36446 -0.16809 0.133
Br 2.33670 -0.05894 -0.42339 0.740
H 0.02787 3.04367 -1.69885 0.107
H -1.38522 -0.85139 0.53068 0.143
H 0.29814 2.40841 1.34547 0.060
H -0.75485 -2.84180 -0.58323 0.081
H 1.02101 -2.58464 -0.26546 0.043
H -0.05783 -2.83123 0.95253 0.036

***

Entry 4:
79
Properties=species:S:1:pos:R:3:lowdin_charge:R:1 method="wB97M-V/def2-TZVPD" total_charge=-2 e_above_lowest_kcal_mol=74.8 e_homo_ev="2.1 / 2.1" lumo_energy_ha="0.12327 / 0.12337" max_force_ev_per_a=4.30 energy_ev=-76015.90172
Tl -2.75169 0.52627 -0.56791 0.675
O -1.00430 3.05918 -3.97807 -0.017
C -1.77990 2.53928 -3.17630 -0.653
O -1.41585 1.97484 -2.07196 -0.268
C -3.21465 2.51984 -3.71459 -0.153
C -3.41462 2.42184 -5.07491 -0.062
C -4.70312 2.56637 -5.67805 -0.132
C -5.78239 2.96415 -4.89621 -0.133
C -5.60203 2.87986 -3.48777 -0.181
C -4.37391 2.69287 -2.83972 -0.697
S -4.40612 2.70009 -1.12334 0.400
H -2.52223 2.26440 -5.69109 0.108
H -4.83265 2.49170 -6.79381 0.088
H -6.78793 3.17911 -5.26176 0.079
H -6.48516 2.98906 -2.86538 0.066
O -2.94926 -3.01235 3.44122 0.086
C -3.03073 -2.68247 2.15978 -0.479
O -2.34817 -1.78550 1.64272 -0.034
C -4.19974 -3.39275 1.43199 -0.238
N -4.79513 -4.47066 2.27248 -0.054
C -4.66052 -5.82670 1.62373 -0.205
C -3.67798 -5.59627 0.49188 -0.185
C -3.65705 -4.06115 0.16471 -0.109
H -4.98994 -2.61732 1.26378 0.164
H -5.78856 -4.27171 2.43696 0.107
H -3.62825 -3.74838 3.56663 0.109
H -5.65934 -6.04166 1.14615 0.112
H -4.31898 -6.63849 2.30131 0.105
H -3.88364 -6.12418 -0.42083 0.090
H -2.67932 -5.90357 0.83661 0.109
H -4.35534 -3.86362 -0.71216 0.133
H -2.67987 -3.69921 -0.05054 0.099
C -2.65069 3.90183 2.98677 -0.076
C -2.07734 4.18051 1.76882 -0.111
C -1.54112 3.22247 0.98159 -0.154
N -1.48212 1.91610 1.40832 -0.008
C -2.11541 1.60695 2.54076 -0.183
C -2.70344 2.54688 3.39906 -0.059
H -3.11122 4.66212 3.61428 0.097
H -2.14646 5.20878 1.35683 0.118
H -1.12020 3.46969 -0.01832 0.121
H -2.09511 0.53902 2.76591 0.092
H -3.18265 2.20055 4.29113 0.082
C 5.15933 -0.99821 3.22265 -0.220
Si 3.30485 -0.75687 2.91742 0.433
C 2.51359 0.09612 4.43972 -0.208
C 2.36159 -2.35646 2.51543 -0.199
C 3.05990 0.22243 1.32862 -0.583
H 5.45079 -2.00711 3.47789 -0.002
H 5.55580 -0.45223 4.07671 0.007
H 5.80469 -0.75178 2.36573 0.009
H 1.45599 0.28820 4.41005 0.003
H 2.99638 1.05697 4.57802 0.005
H 2.76515 -0.65608 5.23691 0.024
H 2.64113 -3.03561 3.38786 0.033
H 2.89337 -2.82473 1.65576 0.017
H 1.34204 -2.36195 2.28018 -0.005
H 3.58010 1.18053 1.21640 0.020
H 1.93271 0.34263 1.26730 0.035
C 5.38774 2.52565 -1.82922 -0.131
N 4.22778 1.70217 -1.48984 -0.261
C 2.91696 2.30139 -1.32009 -0.091
C 4.44674 0.37806 -1.34343 -0.593
S 3.30687 -0.62378 -0.29753 0.712
N 5.41988 -0.25604 -2.12995 -0.286
C 5.55052 0.05302 -3.55600 -0.124
C 6.06326 -1.44553 -1.61775 -0.134
H 5.47794 3.38947 -1.18525 0.035
H 5.28587 2.86243 -2.90347 0.082
H 6.31909 1.99948 -1.74253 0.041
H 2.47021 2.49039 -2.31395 0.090
H 2.96411 3.23475 -0.73196 0.076
H 2.17536 1.68293 -0.87948 0.031
H 4.71114 0.62049 -4.06527 0.088
H 5.83966 -0.83708 -4.17986 0.055
H 6.45466 0.73237 -3.68038 0.061
H 6.46449 -2.02186 -2.46506 0.062
H 5.36816 -2.08373 -1.08441 0.026
H 6.93628 -1.17821 -1.03192 0.043

***

Entry 5:
13
Properties=species:S:1:pos:R:3:lowdin_charge:R:1 method="wB97M-V/def2-TZVPD" e_above_lowest_kcal_mol=125.1 e_homo_ev=-8.4 lumo_energy_ha=-0.03010 max_force_ev_per_a=0.87 energy_ev=-9371.66881
O -2.29394 -0.22260 -0.26442 -0.011
C -1.52849 -0.56379 0.75718 -0.061
C 0.46223 -0.16333 -0.42343 -0.076
C 0.05226 0.88711 0.46572 -0.418
O -0.70209 1.80202 0.10178 -0.068
C 1.86072 -0.44074 -0.63525 -0.121
C 3.01234 -0.47839 -1.01790 0.121
H -2.16627 0.75426 -0.40004 0.117
H -1.71323 0.00109 1.68528 0.125
H -1.35826 -1.61530 0.90111 0.101
H -0.12938 -0.29082 -1.33016 0.120
H 0.46564 0.84128 1.49770 0.137
H 4.03847 -0.51080 -1.33757 0.033

***

Entry 6:
31
Properties=species:S:1:pos:R:3:mulliken_spin:R:1 method="wB97M-V/def2-TZVPD" total_charge=-3 e_above_lowest_kcal_mol=0.0 e_homo_ev="-0.4 / -0.3" lumo_energy_ha="0.26454 / 0.26446" max_force_ev_per_a=1.76 energy_ev=-77567.34791 multiplicity=6 s2=8.756
Fe 0.07575 -0.14547 0.13975 4.435
O -0.37283 4.15715 0.47678 0.002
C -0.87560 2.97631 -0.04655 0.008
O -0.29590 1.92940 0.30597 0.058
O -1.88358 3.06760 -0.77683 0.004
H -1.02148 4.76445 0.09476 0.000
O -2.01570 -0.30572 -3.33370 0.002
C -0.69037 -0.06022 -3.02824 0.009
O -0.43877 0.05445 -1.81036 0.066
O 0.08234 0.05790 -3.99192 0.009
H -2.01257 -0.29897 -4.29615 0.000
O -3.52729 0.78839 -0.21222 0.003
C -3.09118 -0.20538 0.62964 0.002
O -1.84035 -0.45482 0.61282 0.111
O -3.94288 -0.78724 1.29722 0.014
H -2.74984 1.31756 -0.48031 0.000
O 2.42119 -0.49844 3.28025 0.005
C 1.05986 -0.49901 3.17891 0.008
O 0.60515 -0.06584 2.06375 0.088
O 0.40922 -0.90650 4.13678 0.014
H 2.78514 -0.18743 2.41962 -0.001
O 3.99350 1.13902 -1.04111 0.003
C 3.16933 0.57917 -0.06141 0.010
O 3.71492 0.46105 1.06059 0.005
O 2.01475 0.26775 -0.38678 0.045
H 4.75592 1.19685 -0.44002 0.000
O 0.53899 -4.21456 0.68789 0.003
C -0.12131 -3.29571 -0.10210 0.006
O -1.10488 -3.71295 -0.72307 0.012
O 0.33476 -2.12227 -0.10547 0.079
H 0.02373 -4.99650 0.45151 0.000

***

Entry 7:
18
Properties=species:S:1:pos:R:3:lowdin_charge:R:1 method="wB97M-V/def2-TZVPD" e_above_lowest_kcal_mol=41.6 e_homo_ev=-9.8 lumo_energy_ha=0.03443 max_force_ev_per_a=3.64 energy_ev=-7888.72916 smiles=CCC[C@@H](C)C#N
C -2.33433 -0.28451 -0.56459 -0.124
C -1.20096 0.72127 -0.36337 -0.274
C 0.19518 0.12845 -0.72714 -0.151
C 1.03983 -0.41111 0.48603 -0.359
C 2.54730 -0.30241 0.27079 -0.077
C 0.50729 0.32361 1.63824 -0.162
N -0.41464 0.93695 1.99278 0.138
H -3.22670 0.08237 -0.05271 0.067
H -2.59818 -0.44818 -1.61756 0.069
H -2.08978 -1.26743 -0.13680 0.073
H -1.35107 1.62776 -0.94759 0.094
H -1.32924 1.19584 0.77118 0.093
H 0.11440 -0.72145 -1.43121 0.121
H 0.81480 0.87305 -1.24747 0.108
H 0.78349 -1.46013 0.67840 0.141
H 2.85451 -0.93707 -0.56679 0.082
H 2.83556 0.72835 0.03994 0.084
H 3.09466 -0.62134 1.16237 0.079

***

Entry 8:
71
Properties=species:S:1:pos:R:3:mulliken_spin:R:1 method="wB97M-V/def2-TZVPD" total_charge=+3 e_homo_ev="-15.7 / -15.7" lumo_energy_ha="-0.40735 / -0.47424" max_force_ev_per_a=5.25 energy_ev=-44299.39974 multiplicity=2 s2=1.766
In 2.50772 -2.03321 -1.45655 0.000
O -1.70153 0.60810 -0.12203 0.002
C -0.44226 0.25999 -0.38632 0.102
O 0.50872 1.07723 -0.52180 -0.699
O -0.12163 -0.91023 -0.63600 -0.386
H -2.04791 -0.27107 0.04735 -0.010
C 0.85777 2.68107 2.73708 0.001
O 0.67429 3.71590 1.70424 0.005
C -0.37688 4.53875 2.08605 -0.006
C -0.63228 5.53035 0.91447 0.047
N -0.79773 5.03255 -0.46345 0.785
C -1.79651 3.93534 -0.53762 0.034
C -1.95623 3.63710 -2.05713 0.013
O -0.71856 3.10689 -2.52464 0.012
C -0.91417 2.39017 -3.68458 -0.002
H 0.62485 3.03382 3.74178 0.000
H 1.83697 2.23316 2.56780 0.000
H 0.20630 1.81836 2.59774 -0.001
H -0.14737 5.08268 3.00233 -0.001
H -1.30703 3.99207 2.24120 0.002
H 0.17044 6.26674 0.87611 0.029
H -1.48461 6.14738 1.19888 0.056
H -1.17393 5.74548 -1.07198 -0.027
H -2.75965 4.25012 -0.13590 0.038
H -1.49252 3.00898 -0.05023 0.001
H -2.35410 4.50893 -2.57646 0.000
H -2.70972 2.85091 -2.10475 -0.001
H -1.09034 2.98004 -4.58409 0.000
H -1.70441 1.63967 -3.70401 0.002
H -0.03037 1.78981 -3.90037 0.000
C 6.27685 -0.81652 -2.51153 0.000
O 5.45266 -1.89376 -2.15897 0.000
C 6.10013 -2.83060 -1.29845 0.000
C 5.75516 -2.56032 0.17660 0.000
N 4.49899 -3.13687 0.62975 0.000
C 4.21949 -2.62466 1.98990 0.000
C 2.81914 -3.22648 2.36770 0.000
O 1.78260 -2.83267 1.44486 0.000
C 0.48911 -2.79019 2.04070 0.004
H 5.49233 -0.12670 -2.82263 0.000
H 6.85790 -1.02164 -3.41064 0.000
H 6.96033 -0.41594 -1.76287 0.000
H 7.16875 -2.87243 -1.50921 0.000
H 5.77857 -3.84360 -1.54036 0.000
H 5.77812 -1.47924 0.31388 0.000
H 6.51864 -2.98891 0.82584 0.000
H 4.64917 -4.12509 0.77458 0.000
H 4.33584 -1.54776 2.11178 0.000
H 4.94013 -3.01675 2.70757 0.000
H 2.55637 -2.92698 3.38227 0.000
H 2.90543 -4.31285 2.38859 0.000
H 0.45389 -2.04660 2.83690 0.000
H 0.20158 -3.66834 2.61886 0.000
H -0.31734 -2.67165 1.31703 -0.002
C -6.13118 -1.75898 1.00017 0.048
C -5.45298 -0.88691 -0.05326 0.047
C -4.36719 -1.62957 -0.87224 0.062
O -3.46302 -2.28039 0.01142 0.007
C -2.59291 -3.14327 -0.61389 -0.003
N -6.44285 -0.32670 -0.85512 0.780
H -6.88796 -1.13986 1.48191 -0.001
H -5.35100 -2.01926 1.71548 -0.002
H -6.47638 -2.70769 0.58920 -0.002
H -5.00077 -0.08082 0.52450 0.096
H -3.82915 -0.91289 -1.49271 -0.005
H -4.87029 -2.33507 -1.53350 -0.005
H -1.99235 -2.70621 -1.41164 0.000
H -3.12899 -3.95154 -1.11130 0.001
H -1.94713 -3.49871 0.18907 0.002
H -7.20313 0.02275 -0.28948 -0.011
H -6.16391 0.48457 -1.38816 -0.013